73
Properties=species:S:1:pos:R:3:forces:R:3:nbo_charge:R:1 method="wB97M-V/def2-TZVPD" energy_ha=-1331.24500 relative_energy_kcal_mol=1.13 largest_force_ha_per_bohr=0.01501 total_charge=+1
C -1.231834 -1.686153 -1.684687 -0.1 -0.1 0.1 -0.62
C -1.957744 -2.539435 -0.641975 0.0 0.0 0.0 -0.04
C -2.177925 -3.942083 -1.210127 0.0 0.2 0.2 -0.60
C -3.316657 -1.913880 -0.300356 0.1 -0.2 -0.1 -0.44
C -3.173846 -0.598821 0.407444 -0.1 -0.1 0.1 0.41
N -4.145953 0.301821 0.297956 0.3 -0.4 0.1 -0.35
C -4.016681 1.710244 0.623346 0.4 0.6 0.1 -0.22
C -4.010498 2.522953 -0.676503 -0.2 0.0 0.1 -0.40
C -5.290073 2.274922 -1.469182 0.2 -0.1 -0.2 -0.40
C -5.475445 0.777696 -1.698102 -0.2 0.1 0.2 -0.41
C -5.418714 0.050039 -0.352987 -0.4 -0.2 -0.6 -0.22
C -2.041136 -0.388603 1.189700 0.2 0.6 0.2 -0.48
C -1.029152 -1.329748 1.358217 0.1 -0.1 0.1 0.41
N 0.015154 -1.100434 2.148177 -0.4 -0.1 -0.4 -0.35
C 0.358911 0.210632 2.670147 0.2 0.6 0.3 -0.26
C 1.901613 0.375642 2.666520 -0.2 0.1 0.1 -0.22
N 2.518730 -0.350917 1.586799 0.0 0.2 -0.2 -0.45
C 2.145673 0.077602 0.236540 0.1 0.0 -0.1 -0.09
C 2.071337 1.582488 0.119935 -0.2 0.1 0.0 -0.04
C 0.888487 2.196861 -0.268370 0.0 -0.1 0.0 -0.18
C 0.817304 3.573803 -0.393978 0.0 0.1 0.0 -0.23
C 1.931437 4.350273 -0.129823 -0.1 0.1 0.0 -0.20
C 3.116963 3.744233 0.253736 0.1 0.0 0.0 -0.19
C 3.188586 2.368832 0.374725 -0.1 0.0 0.0 -0.21
C 3.161807 -0.420440 -0.771099 0.0 -0.2 0.0 -0.05
C 2.778815 -0.588535 -2.095412 0.0 0.0 0.1 -0.21
C 3.696781 -1.000747 -3.044367 -0.1 0.0 -0.1 -0.20
C 5.008181 -1.250164 -2.677255 0.1 0.0 0.0 -0.21
C 5.395866 -1.083398 -1.358762 0.1 0.0 -0.1 -0.21
C 4.478738 -0.667854 -0.409611 -0.1 0.0 0.0 -0.17
C 2.349264 -1.775565 1.796760 0.0 -0.3 0.2 -0.23
C 1.007582 -2.090207 2.508721 0.6 -0.4 -0.1 -0.25
C -1.119139 -2.640065 0.638201 -0.1 -0.1 -0.2 -0.44
H -1.811871 -1.635968 -2.602995 -0.1 0.0 -0.1 0.22
H -1.072211 -0.671337 -1.326597 0.1 0.1 0.0 0.21
H -0.265235 -2.123098 -1.924739 0.1 0.0 0.0 0.22
H -1.226436 -4.406289 -1.456227 0.1 -0.1 0.0 0.22
H -2.774231 -3.896776 -2.117694 -0.1 0.0 -0.1 0.22
H -2.693651 -4.578676 -0.494795 -0.1 -0.1 0.1 0.21
H -3.872223 -1.794921 -1.229865 -0.1 0.0 0.0 0.23
H -3.875114 -2.602182 0.342397 -0.1 0.0 0.0 0.24
H -3.106329 1.911213 1.181335 -0.1 -0.1 0.0 0.22
H -4.869406 2.006478 1.240991 0.1 -0.1 0.0 0.21
H -3.914069 3.580762 -0.432962 0.1 0.0 0.0 0.23
H -3.143468 2.231958 -1.273907 0.1 0.0 0.0 0.20
H -5.243826 2.797947 -2.424099 -0.1 0.1 0.0 0.23
H -6.144591 2.667080 -0.914539 -0.1 0.0 0.0 0.21
H -6.433921 0.580332 -2.176856 0.0 -0.1 0.0 0.23
H -4.684933 0.402920 -2.351756 0.0 -0.1 0.0 0.20
H -5.599259 -1.016102 -0.466813 0.0 0.1 0.1 0.22
H -6.202298 0.449290 0.299204 0.1 -0.1 0.0 0.21
H -1.976241 0.520093 1.760921 0.0 0.0 0.1 0.23
H -0.064130 0.982414 2.027421 0.0 -0.1 0.0 0.22
H -0.033637 0.334140 3.684701 -0.1 0.0 0.0 0.22
H 2.334931 0.007134 3.598919 0.0 0.1 0.0 0.21
H 2.140488 1.435840 2.581564 -0.1 -0.1 0.1 0.24
H 1.160039 -0.329025 -0.050884 0.1 0.1 0.0 0.18
H 0.014595 1.594081 -0.485954 -0.1 -0.1 0.0 0.19
H -0.107779 4.039664 -0.700975 -0.1 0.1 0.0 0.21
H 1.877899 5.423512 -0.227869 0.0 0.1 0.0 0.22
H 3.989957 4.346164 0.454165 0.1 0.1 0.0 0.22
H 4.111895 1.894112 0.667290 0.2 0.0 0.0 0.23
H 1.757147 -0.385761 -2.387388 -0.1 0.0 0.0 0.20
H 3.387907 -1.126055 -4.071311 0.0 0.0 -0.1 0.22
H 5.725074 -1.571623 -3.417011 0.1 0.0 -0.1 0.22
H 6.417652 -1.274750 -1.067825 0.1 0.0 0.0 0.22
H 4.777340 -0.541363 0.619516 0.0 0.0 0.1 0.22
H 3.168839 -2.144305 2.421589 -0.1 -0.1 0.0 0.21
H 2.409200 -2.283894 0.833026 0.0 0.0 0.1 0.22
H 0.671740 -3.098806 2.284069 0.0 0.1 0.1 0.23
H 1.144869 -2.020629 3.591884 -0.1 -0.1 -0.1 0.21
H -0.125403 -2.996821 0.365388 0.0 0.0 0.1 0.23
H -1.572789 -3.380057 1.305923 0.1 0.0 0.0 0.24